Density functional theory data (ωB97M-V with the def2-TZVPD basis set) for one molecule with the formula C3H2N2O2 in a non-equilibrium geometry.

Output
Charge ... 0
Max |F| ... 1.38 eV Å⁻¹
Kohn-Sham gap ... 11.7833 eV

Last column: natural (NBO) charge in e.
Geometry (Å):
N -1.600 -0.846 -0.213  -0.570
C -0.775 -0.068 0.316  0.662
O 0.525 -0.370 0.704  -0.523
C 1.523 -0.245 -0.249  0.651
O 1.392 -0.027 -1.415  -0.521
C -1.229 2.450 0.441  0.396
N -1.077 1.279 0.517  -0.603
H -1.218 -1.773 -0.402  0.369
H 2.460 -0.392 0.297  0.139

***

Density functional theory data (ωB97M-V with the def2-TZVPD basis set) for a 3-piece molecular cluster, C2H11N3O2 overall in a non-equilibrium geometry.

Output
SMILES ... [H]/N=C(\N)NC.O.O
Charge ... 0
Max |F| ... 1.42 eV Å⁻¹
Kohn-Sham gap ... 9.2500 eV

Last column: natural (NBO) charge in e.
Geometry (Å):
H -0.552 -1.160 2.554  0.329
N -0.900 -1.185 1.603  -0.780
C 0.066 -1.481 0.833  0.572
N 1.361 -1.830 1.277  -0.846
N -0.118 -1.698 -0.496  -0.612
C -1.364 -1.280 -1.106  -0.406
H 1.544 -1.643 2.250  0.377
H 2.110 -1.420 0.735  0.373
H 0.717 -1.853 -1.032  0.387
H -1.331 -1.515 -2.170  0.198
H -2.162 -1.880 -0.690  0.210
H -1.612 -0.267 -0.894  0.198
O -3.638 5.017 -0.379  -0.930
H -3.513 4.066 -0.249  0.466
H -3.050 5.168 -1.133  0.464
O 4.172 0.898 -1.058  -0.942
H 4.790 1.634 -1.085  0.473
H 4.536 0.231 -1.656  0.469

***

Density functional theory data (ωB97M-V with the def2-TZVPD basis set) for C18H29FeN2O2P2S as an isolated structure in a non-equilibrium geometry.

Output
Charge ... 0
Max |F| ... 6.07 eV Å⁻¹
Expectation value of S² ... 8.84
2S+1 ... 6
Kohn-Sham gap (spin up / spin down) ... 5.7506 / 4.4830 eV

Last column: Mulliken spin population.
Geometry (Å):
C -0.590 -0.285 -4.066  0.225
C -0.037 -0.553 -2.774  -0.111
N -0.896 -0.507 -1.678  0.127
C -2.207 -0.722 -1.888  -0.015
C -2.720 -0.869 -3.163  0.196
C -1.928 -0.572 -4.265  -0.067
C 1.321 -0.852 -2.539  0.553
P 1.859 -0.989 -0.814  0.089
Fe -0.176 -0.665 0.133  3.476
P -2.288 -0.034 0.800  0.069
C -3.054 -0.883 -0.646  0.016
C 0.579 0.011 1.956  0.076
C 1.515 -0.842 2.515  -0.004
C 2.098 -0.561 3.762  0.012
C 1.729 0.586 4.477  0.003
C 0.779 1.465 3.930  0.013
C 0.246 1.189 2.646  0.007
O 2.122 3.982 -3.605  0.000
O 1.562 4.361 0.846  0.002
H 0.095 0.000 -4.867  0.010
H -3.765 -1.109 -3.249  0.011
H -2.329 -0.618 -5.261  -0.003
C 2.544 -2.700 -0.910  0.043
C 3.232 0.183 -0.354  0.039
H -4.072 -0.498 -0.779  0.000
H -3.138 -1.948 -0.368  -0.004
H 2.670 3.169 -3.768  0.000
H 1.979 -0.404 -3.292  -0.019
C -2.938 -0.837 2.264  0.013
C -3.006 1.642 0.696  0.033
H 1.763 -1.761 1.999  0.000
H 2.847 -1.234 4.182  0.001
H 2.199 0.830 5.442  0.000
H 0.487 2.390 4.464  0.002
H -0.414 1.940 2.205  0.015
H -0.471 0.767 0.139  -0.064
H 2.074 3.533 0.644  -0.002
H 0.828 4.377 0.191  0.001
H 1.171 3.864 -3.868  0.000
H 0.399 0.859 -0.135  0.238
H 3.293 -2.737 -1.710  -0.001
H 2.970 -3.048 0.036  0.003
H 1.690 -3.326 -1.186  -0.002
H 4.049 0.222 -1.086  0.007
H 2.857 1.206 -0.223  -0.005
H 3.675 -0.100 0.611  0.003
H -4.089 1.533 0.703  0.002
H -2.684 2.223 1.558  0.001
H -2.690 2.141 -0.220  0.001
H -3.988 -0.605 2.363  0.001
H -2.803 -1.900 2.151  -0.002
H -2.391 -0.473 3.120  0.000
S -0.957 -4.980 1.331  0.047
C -0.635 -3.489 0.931  0.013
N -0.365 -2.371 0.617  -0.047

***

Density functional theory data (ωB97M-V with the def2-TZVPD basis set) for C28H37Br2FeGeN3O6SSe as an isolated structure.

Output
Charge ... 0
Max |F| ... 0.48 eV Å⁻¹
Kohn-Sham gap ... 7.3934 eV

Last column: Mulliken charge in e.
Geometry (Å):
Fe 0.382 -0.927 0.386  -0.253
O -0.788 -2.239 -0.627  -0.430
C -1.808 -1.884 -1.212  -1.161
C -2.197 -0.548 -1.573  1.424
C -3.424 -0.412 -2.228  -0.346
C -3.847 0.813 -2.669  -0.977
C -3.048 1.953 -2.495  -0.464
C -1.840 1.845 -1.869  -0.386
C -1.362 0.598 -1.363  -0.312
O -0.232 0.563 -0.778  -0.308
N -5.132 0.932 -3.340  1.031
O -5.795 -0.078 -3.491  -0.642
O -5.476 2.040 -3.710  -0.652
H -2.501 -2.674 -1.536  0.356
H -4.052 -1.280 -2.391  0.560
H -3.405 2.902 -2.868  0.552
H -1.198 2.707 -1.736  0.657
Br -3.941 -0.800 3.031  -0.203
C -2.431 -1.930 3.195  -0.472
C -2.476 -2.992 4.109  -0.408
C -1.427 -3.859 4.231  -0.150
Br -1.533 -5.268 5.496  -0.251
C -0.279 -3.719 3.414  0.795
C 0.855 -4.561 3.440  -0.738
C 1.898 -4.313 2.594  -1.238
C 1.817 -3.240 1.692  -0.073
N 0.775 -2.447 1.630  0.574
C -0.262 -2.655 2.490  0.423
C -1.330 -1.697 2.378  0.029
O -1.206 -0.717 1.550  0.459
H -3.358 -3.119 4.722  0.452
H 0.886 -5.389 4.135  0.347
H 2.782 -4.935 2.600  0.439
H 2.630 -3.021 1.012  0.314
C -0.144 1.390 5.179  -1.115
C -0.950 2.496 4.504  -0.373
C -1.632 2.040 3.219  -0.222
S -0.639 2.075 1.724  0.986
O 0.760 1.602 2.187  -0.717
C -0.410 3.886 1.541  -1.036
C 1.045 4.263 1.287  -0.522
C 1.552 3.847 -0.093  -0.776
H 0.207 1.717 6.159  0.434
H 0.715 1.100 4.578  0.151
H -0.765 0.504 5.327  0.294
H -0.321 3.371 4.320  0.213
H -1.738 2.827 5.185  0.460
H -2.508 2.643 2.961  0.648
H -1.969 1.005 3.287  -0.761
H -0.815 4.383 2.422  0.520
H -1.031 4.150 0.680  0.473
H 1.670 3.832 2.068  0.184
H 1.107 5.349 1.395  0.491
H 1.410 2.780 -0.270  -0.012
H 2.615 4.063 -0.203  0.409
H 1.020 4.387 -0.880  0.351
N 2.695 0.219 1.835  -0.636
C 1.534 0.198 1.444  0.986
H 2.994 0.972 2.448  0.334
C 3.777 -0.418 -4.664  -1.272
Ge 1.831 -0.278 -4.497  0.641
C 1.295 1.554 -4.075  -1.117
C 0.951 -0.885 -6.135  -1.241
C 1.242 -1.406 -2.983  -0.519
Se 2.183 -0.894 -1.347  0.507
C 3.488 -2.332 -1.366  -1.395
H 4.137 0.192 -5.493  0.400
H 4.078 -1.450 -4.850  0.350
H 4.260 -0.070 -3.750  0.381
H 1.668 2.255 -4.821  0.513
H 1.684 1.841 -3.097  0.224
H 0.206 1.623 -4.046  0.283
H 1.237 -0.260 -6.981  0.378
H -0.133 -0.832 -6.025  0.368
H 1.222 -1.916 -6.365  0.376
H 1.392 -2.474 -3.138  0.663
H 0.186 -1.244 -2.795  -0.363
H 4.068 -2.269 -2.284  0.355
H 2.992 -3.298 -1.295  0.362
H 4.156 -2.185 -0.519  0.395

***

Density functional theory data (ωB97M-V with the def2-TZVPD basis set) for a 2-piece molecular cluster, C6H14NO overall in a non-equilibrium geometry.

Output
Charge ... +1
Max |F| ... 2.52 eV Å⁻¹
Kohn-Sham gap ... 11.0453 eV

Last column: natural (NBO) charge in e.
Geometry (Å):
O 1.632 -0.659 1.059  -0.597
C 1.799 0.537 0.872  0.508
C 0.775 1.618 0.508  -0.533
C 1.542 2.813 0.030  -0.616
H 2.847 0.986 1.068  0.139
H 0.224 1.903 1.410  0.252
H 0.041 1.232 -0.229  0.224
H 2.254 3.127 0.818  0.221
H 0.858 3.651 -0.195  0.238
H 2.148 2.634 -0.881  0.222
C -2.180 -0.624 0.143  -0.686
C -1.145 -1.483 -0.600  0.139
C -0.875 -1.535 -1.900  -0.371
N -0.407 -2.393 0.324  -0.731
H -2.693 0.042 -0.635  0.263
H -2.979 -1.293 0.705  0.251
H -1.659 0.103 0.822  0.241
H -0.131 -2.161 -2.374  0.232
H -1.384 -0.775 -2.470  0.239
H -1.014 -2.733 1.066  0.438
H 0.390 -1.796 0.668  0.485
H -0.043 -3.193 -0.210  0.441

***

Density functional theory data (ωB97M-V with the def2-TZVPD basis set) for one molecule with the formula C4H10O2 in a non-equilibrium geometry.

Output
SMILES ... CO[C@@H](C)CO
Charge ... 0
Max |F| ... 1.51 eV Å⁻¹
Kohn-Sham gap ... 10.4419 eV

Last column: natural (NBO) charge in e.
Geometry (Å):
C -0.509 -0.523 1.759  -0.257
O -0.252 0.727 1.190  -0.525
C -0.163 0.538 -0.191  0.101
C 0.223 1.912 -0.783  -0.637
C 0.693 -0.908 -0.677  -0.134
O -0.241 -1.768 -1.319  -0.728
H -0.311 -0.467 2.831  0.194
H -1.540 -0.860 1.563  0.158
H 0.177 -1.190 1.211  0.173
H -1.128 0.211 -0.604  0.167
H -0.631 2.610 -0.841  0.222
H 0.602 1.796 -1.798  0.212
H 0.975 2.414 -0.162  0.220
H 1.375 -0.540 -1.430  0.182
H 1.363 -1.579 -0.073  0.184
H -0.632 -2.374 -0.674  0.467

***

Density functional theory data (ωB97M-V with the def2-TZVPD basis set) for a 2-piece molecular cluster, C2H3F2N overall in a non-equilibrium geometry.

Output
Charge ... 0
Max |F| ... 3.15 eV Å⁻¹
Kohn-Sham gap (spin up / spin down) ... 9.3014 / 8.2746 eV

Last column: natural (NBO) charge in e.
Geometry (Å):
C 1.081 0.229 -0.096  0.648
C -1.843 -0.058 0.065  0.077
N 1.752 -0.057 0.877  -0.731
F 1.114 0.477 -1.401  -0.311
F -2.015 -0.679 -1.085  -0.327
H -1.044 -0.406 0.766  0.139
H -1.818 0.983 -0.002  0.119
H 2.773 -0.489 0.877  0.386

***

Density functional theory data (ωB97M-V with the def2-TZVPD basis set) for one molecule with the formula C25H33N5O4 in a non-equilibrium geometry.

Output
SMILES ... C[C@@H]1CCCCN1CCCNc1ccc([C@@H](CC(N)=O)NC(=O)c2ccccc2)cc1[N+](=O)[O-]
Charge ... 0
Max |F| ... 1.33 eV Å⁻¹
Kohn-Sham gap ... 7.8148 eV

Last column: natural (NBO) charge in e.
Geometry (Å):
C -5.378 -2.040 -0.814  -0.643
C -4.103 -1.221 -1.073  -0.034
C -2.872 -2.126 -1.218  -0.400
C -2.472 -2.755 0.111  -0.404
C -2.246 -1.646 1.131  -0.398
C -3.476 -0.748 1.222  -0.213
N -3.799 -0.194 -0.081  -0.479
C -4.757 0.893 -0.002  -0.214
C -4.765 1.783 -1.253  -0.418
C -3.351 2.094 -1.764  -0.212
N -2.494 2.505 -0.682  -0.596
C -1.406 1.843 -0.259  0.337
C -0.630 1.059 -1.144  -0.281
C 0.493 0.396 -0.735  -0.154
C 0.941 0.467 0.593  -0.091
C 2.158 -0.302 1.043  -0.063
C 1.886 -1.813 0.949  -0.503
C 3.104 -2.713 1.153  0.673
N 3.908 -2.395 2.186  -0.830
O 3.278 -3.694 0.461  -0.622
N 3.321 0.077 0.263  -0.610
C 4.497 0.410 0.840  0.661
O 4.660 0.375 2.049  -0.652
C 5.571 0.826 -0.102  -0.072
C 6.469 1.803 0.316  -0.191
C 7.490 2.215 -0.520  -0.207
C 7.632 1.641 -1.773  -0.194
C 6.757 0.649 -2.184  -0.213
C 5.726 0.242 -1.356  -0.210
C 0.224 1.241 1.472  -0.134
C -0.933 1.925 1.077  -0.085
N -1.628 2.622 2.091  0.527
O -1.282 2.463 3.248  -0.385
O -2.573 3.349 1.782  -0.436
H -5.504 -2.768 -1.611  0.216
H -6.253 -1.395 -0.805  0.208
H -5.332 -2.571 0.131  0.206
H -4.246 -0.703 -2.029  0.190
H -3.077 -2.899 -1.960  0.207
H -2.040 -1.517 -1.578  0.203
H -3.256 -3.429 0.460  0.195
H -1.561 -3.343 -0.015  0.213
H -2.031 -2.064 2.116  0.209
H -1.392 -1.042 0.820  0.201
H -3.261 0.082 1.901  0.200
H -4.317 -1.312 1.658  0.164
H -5.786 0.546 0.189  0.176
H -4.470 1.506 0.856  0.205
H -5.277 2.712 -0.996  0.212
H -5.324 1.310 -2.061  0.209
H -2.941 1.200 -2.230  0.202
H -3.405 2.892 -2.514  0.199
H -2.942 3.083 0.026  0.427
H -0.923 1.003 -2.180  0.221
H 1.043 -0.193 -1.455  0.209
H 2.390 -0.030 2.078  0.238
H 1.143 -2.083 1.703  0.239
H 1.472 -2.064 -0.029  0.225
H 4.739 -2.956 2.299  0.401
H 3.942 -1.465 2.580  0.419
H 3.222 0.130 -0.737  0.402
H 6.349 2.230 1.300  0.234
H 8.178 2.980 -0.194  0.218
H 8.432 1.958 -2.426  0.216
H 6.880 0.187 -3.153  0.217
H 5.071 -0.557 -1.674  0.212
H 0.530 1.336 2.503  0.250

***

Density functional theory data (ωB97M-V with the def2-TZVPD basis set) for a 3-piece molecular cluster, C4H4O3S overall in a non-equilibrium geometry.

Output
SMILES ... O=C=O.O=C=S.C=C
Charge ... 0
Max |F| ... 3.26 eV Å⁻¹
Kohn-Sham gap ... 10.5582 eV

Last column: natural (NBO) charge in e.
Geometry (Å):
O 3.533 1.053 -1.938  -0.515
C 3.176 0.085 -1.439  1.021
O 2.841 -0.908 -0.969  -0.504
O 5.344 1.108 1.602  -0.449
C 5.690 0.377 0.771  0.433
S 6.182 -0.705 -0.232  0.018
C -0.347 -0.281 0.596  -0.369
C 0.734 0.485 0.443  -0.397
H -1.282 -0.357 0.028  0.194
H -0.361 -1.108 1.412  0.188
H 0.938 1.140 -0.327  0.187
H 1.368 0.422 1.252  0.193

***

Density functional theory data (ωB97M-V with the def2-TZVPD basis set) for C12H15CrN6NiO9 as an isolated structure in a non-equilibrium geometry.

Output
Charge ... +1
Max |F| ... 8.15 eV Å⁻¹
Expectation value of S² ... 12.04
2S+1 ... 7
Kohn-Sham gap (spin up / spin down) ... 6.0740 / 2.7455 eV

Last column: Mulliken spin population.
Geometry (Å):
Ni -0.161 0.424 -4.484  0.968
Cr -3.855 0.413 -1.827  4.038
N -3.795 1.099 0.727  -0.023
O -3.389 1.191 1.814  0.011
O -3.469 1.809 -0.154  -0.004
O -4.332 0.058 0.231  -0.049
N -2.983 -1.093 -4.580  0.002
O -3.424 -1.961 -5.223  0.008
O -3.479 -0.732 -3.485  0.031
O -1.864 -0.616 -4.875  0.020
N -0.631 -0.625 -1.375  -0.004
O -1.879 -0.414 -1.230  -0.028
O 0.147 -0.706 -0.409  0.004
O -0.237 -0.418 -2.551  0.021
N 2.549 -2.145 -0.856  -0.077
C 2.630 -3.445 -0.521  0.371
C 3.601 -4.155 -1.235  0.147
C 4.259 -3.167 -1.893  0.076
C 3.558 -1.984 -1.854  0.426
H 1.927 -1.401 -0.575  0.009
H 1.890 -3.868 0.142  0.025
H 3.962 -5.149 -1.017  0.000
H 5.126 -3.282 -2.527  0.003
H 3.829 -1.076 -2.372  0.022
N 0.649 2.126 0.303  0.000
C -0.455 2.919 0.290  0.001
C -0.441 3.704 -0.896  0.003
C 0.794 3.410 -1.501  -0.002
C 1.424 2.567 -0.676  0.001
H 0.895 1.447 1.009  0.000
H -1.173 2.732 1.075  0.000
H -1.233 4.315 -1.303  0.000
H 1.265 3.852 -2.366  0.000
H 2.456 2.256 -0.738  0.000
N -1.340 0.701 4.091  0.000
C -0.604 -0.136 3.345  0.000
C 0.524 -0.447 4.129  0.000
C 0.336 0.099 5.429  0.000
C -0.772 0.796 5.352  0.000
H -2.283 0.989 3.873  0.000
H -0.855 -0.476 2.351  0.000
H 1.410 -1.006 3.867  0.000
H 0.804 0.106 6.402  0.000
H -1.381 1.291 6.094  0.000

***

Density functional theory data (ωB97M-V with the def2-TZVPD basis set) for C13H15AuN4S as an isolated structure.

Output
Charge ... +2
Max |F| ... 0.15 eV Å⁻¹
Kohn-Sham gap ... 8.4531 eV

Last column: natural (NBO) charge in e.
Geometry (Å):
Au -0.390 1.409 0.259  0.587
N 1.003 -0.426 -2.048  -0.535
C 1.613 -1.723 -1.628  0.178
C 2.875 -2.158 -1.952  -0.236
C 3.223 -3.410 -1.456  -0.154
C 2.332 -4.152 -0.685  -0.158
C 1.062 -3.677 -0.381  -0.148
C 0.696 -2.432 -0.866  -0.122
C -0.536 -1.646 -0.759  0.026
C -1.781 -1.918 -0.224  -0.147
C -2.798 -0.971 -0.347  -0.179
C -2.601 0.222 -1.023  -0.173
C -1.347 0.537 -1.599  -0.368
C -0.338 -0.420 -1.401  0.078
H 1.579 0.368 -1.757  0.460
H 0.911 -0.391 -3.069  0.457
H 3.563 -1.580 -2.555  0.250
H 4.202 -3.811 -1.677  0.253
H 2.638 -5.121 -0.317  0.252
H 0.382 -4.269 0.217  0.243
H -1.972 -2.859 0.274  0.253
H -3.776 -1.187 0.061  0.257
H -3.425 0.909 -1.164  0.257
H -1.242 1.358 -2.300  0.281
N -1.947 3.363 1.468  -0.657
N -1.148 3.897 2.478  -0.417
C 0.089 3.467 2.753  0.346
N 0.726 4.076 3.745  -0.737
S 0.944 2.206 1.965  -0.188
H -2.197 4.098 0.815  0.388
H -2.789 2.972 1.876  0.388
H -1.527 4.655 3.029  0.402
H 0.314 4.825 4.280  0.421
H 1.661 3.791 3.986  0.440

***

Density functional theory data (ωB97M-V with the def2-TZVPD basis set) for an isolated ion of composition C3H10NO2S and charge +1 in a non-equilibrium geometry.

Output
Charge ... +1
Max |F| ... 5.36 eV Å⁻¹
Expectation value of S² ... 2.00
2S+1 ... 3
Kohn-Sham gap (spin up / spin down) ... 5.1862 / 8.2703 eV

Last column: Mulliken spin population.
Geometry (Å):
C -0.555 -1.555 0.087  0.057
C -0.914 -0.134 0.419  0.166
C 0.329 0.895 -0.161  0.066
N 1.648 0.474 0.482  0.013
O 0.042 2.111 0.403  -0.087
O 0.511 0.823 -1.450  -0.020
S -2.479 0.614 -0.159  1.464
H 0.377 -1.637 -0.605  0.010
H -0.612 -2.237 0.894  0.011
H -1.359 -1.966 -0.566  -0.025
H -0.881 -0.084 1.527  0.046
H 2.503 0.537 -0.113  -0.003
H 1.682 0.929 1.407  0.010
H 1.410 -0.407 0.851  -0.016
H -0.840 2.182 0.714  0.061
H 0.229 1.713 -1.761  0.030
H -2.554 -0.237 -1.255  0.217